A molecular structure, C12H17N5OPbS4, computed with the ωB97M-V functional and the def2-TZVPD basis.

HOMO energy = -7.29 eV
gap between HOMO and LUMO = 6.92 eV
relative energy (zero: lowest compared OMol25 entry of this formula, charge and spin) = 32.3 kcal per mole
net charge = 0

Last column: Löwdin charge in e.
Geometry (Å):
Pb 1.505 0.010 -1.439  1.09
N 3.437 1.930 -1.830  -0.10
C 4.899 1.659 -1.807  -0.27
C 5.315 0.340 -1.169  -0.23
C 5.018 0.083 0.307  -0.19
C 4.208 -1.198 0.536  -0.25
N 2.780 -0.910 0.408  -0.15
H 3.239 2.242 -2.797  0.08
H 3.142 2.663 -1.172  0.08
H 5.332 2.442 -1.192  0.11
H 5.280 1.868 -2.825  0.12
H 6.402 0.117 -1.426  0.13
H 4.892 -0.373 -1.868  0.09
H 4.407 0.932 0.831  0.15
H 6.011 0.020 0.794  0.11
H 4.471 -1.579 1.523  0.12
H 4.418 -1.934 -0.274  0.13
H 2.452 -0.350 1.206  0.06
H 2.200 -1.767 0.437  0.01
O 1.459 1.536 1.337  -0.64
S 0.337 2.239 0.631  0.67
N -0.077 1.571 -0.604  -0.58
S -3.458 -0.694 3.682  0.57
C -2.802 -1.228 2.236  -1.00
S -1.000 -1.637 2.072  0.89
C -1.335 -1.745 0.320  -1.16
N -2.564 -1.513 -0.040  0.00
N -3.347 -1.159 1.022  -0.15
C -4.636 -0.670 0.648  -0.18
C -4.838 -0.409 -0.661  -0.06
C -5.975 0.231 -1.041  -0.09
C -7.076 0.405 -0.156  -0.06
C -6.930 -0.068 1.166  -0.09
C -5.756 -0.636 1.533  -0.06
S -0.091 -2.295 -0.686  0.41
H -4.058 -0.692 -1.388  0.12
H -5.998 0.592 -2.080  0.11
H -7.891 0.959 -0.567  0.09
H -7.792 0.049 1.784  0.10
H -5.578 -1.030 2.549  0.04

A molecular structure, C12H17N7OSW, computed with the ωB97M-V functional and the def2-TZVPD basis.

HOMO energy (alpha / beta) = -22.50 / -22.52 eV
gap between HOMO and LUMO (alpha / beta) = 6.83 / 7.09 eV
2S+1 = 3
relative energy (zero: lowest compared OMol25 entry of this formula, charge and spin) = 12.7 kcal per mole
net charge = +4

Last column: Löwdin charge in e.
Geometry (Å):
W -0.294 0.741 -0.455  1.61
C 3.081 -0.737 -2.849  0.06
C 1.800 -0.525 -2.141  -0.15
N 1.353 0.621 -1.705  -0.15
N 1.872 1.845 -2.123  0.07
C 0.934 2.760 -2.432  -0.61
N 1.222 3.919 -2.936  0.25
S -0.762 2.323 -2.105  0.85
C 0.847 -1.619 -1.875  -0.19
C 0.982 -2.872 -2.403  0.10
C -0.092 -3.779 -2.287  0.09
C -1.249 -3.377 -1.654  0.05
C -1.314 -2.096 -1.119  -0.04
N -0.292 -1.224 -1.223  -0.10
H 3.756 0.114 -2.811  0.10
H 2.886 -0.984 -3.900  0.15
H 3.595 -1.593 -2.404  0.14
H 2.866 1.957 -2.291  0.19
H 2.171 4.204 -3.170  0.18
H 0.494 4.601 -3.132  0.17
H 1.887 -3.166 -2.921  0.15
H -0.006 -4.775 -2.707  0.16
H -2.103 -4.036 -1.565  0.15
H -2.206 -1.752 -0.611  0.13
C -1.995 0.641 5.199  0.07
N -1.467 0.792 3.818  -0.03
C -0.801 2.003 3.336  0.05
C -0.503 1.562 1.958  -0.40
O 0.058 2.165 0.959  -0.13
N -0.910 0.334 1.687  0.06
C -1.528 -0.126 2.881  -0.31
N -2.067 -1.314 3.004  0.29
H -1.742 1.539 5.754  0.12
H -1.518 -0.211 5.681  0.12
H -3.078 0.538 5.170  0.12
H 0.112 2.243 3.892  0.19
H -1.456 2.882 3.346  0.19
H -2.034 -1.996 2.265  0.14
H -2.500 -1.603 3.873  0.16

A molecular structure, C12H17N9O3Pt, computed with the ωB97M-V functional and the def2-TZVPD basis.

HOMO energy = -15.13 eV
gap between HOMO and LUMO = 8.58 eV
relative energy (zero: lowest compared OMol25 entry of this formula, charge and spin) = 7.4 kcal per mole
net charge = +2

Last column: Löwdin charge in e.
Geometry (Å):
Pt 0.224 -0.071 -0.252  1.21
C 1.234 -0.315 -4.445  0.00
C 0.153 -1.016 -4.946  0.01
C -0.767 -1.545 -4.051  0.03
C -0.599 -1.323 -2.699  -0.19
N 0.404 -0.548 -2.223  -0.07
C 1.319 -0.097 -3.083  -0.09
C -1.439 -1.944 -1.657  -0.18
C -2.382 -2.929 -1.898  0.04
C -3.071 -3.486 -0.836  0.01
C -2.795 -3.044 0.449  0.00
C -1.837 -2.070 0.622  -0.09
N -1.163 -1.532 -0.402  -0.07
H 2.011 0.072 -5.088  0.13
H 0.039 -1.176 -6.009  0.13
H -1.601 -2.133 -4.404  0.12
H 2.159 0.435 -2.664  0.11
H -2.566 -3.266 -2.906  0.13
H -3.808 -4.258 -1.006  0.13
H -3.305 -3.449 1.311  0.13
H -1.611 -1.709 1.616  0.11
N 0.125 0.200 1.832  -0.06
N 1.062 1.171 2.236  0.04
C 1.712 1.909 1.300  -0.35
N 2.474 2.884 1.753  0.25
N 1.456 1.568 0.013  -0.02
N 1.780 2.503 -0.978  -0.40
O 1.130 2.398 -1.991  0.05
O 2.617 3.346 -0.766  0.12
H -0.824 0.509 2.072  0.11
H 0.361 -0.679 2.291  0.13
H 1.118 1.395 3.218  0.18
H 2.546 3.061 2.742  0.15
H 2.999 3.448 1.100  0.12
N -3.675 2.868 0.173  0.19
C -2.500 2.386 -0.277  -0.65
N -2.078 2.832 -1.487  0.19
O -1.849 1.545 0.367  -0.08
H -4.206 3.567 -0.315  0.12
H -4.023 2.526 1.050  0.12
H -2.544 3.586 -1.960  0.12
H -1.129 2.630 -1.754  0.07

Number 1: electronic energy -70804.806 eV. Number 2: electronic energy -37816.809 eV. Number 3: electronic energy -35505.192 eV.